{"formula": "C45H54GeInN9O4Te", "method": "wB97M-V/def2-TZVPD", "symbols": ["In", "C", "C", "N", "C", "C", "N", "C", "C", "C", "C", "C", "N", "C", "C", "N", "C", "C", "N", "C", "C", "C", "N", "C", "C", "H", "H", "H", "H", "H", "H", "H", "H", "H", "H", "H", "H", "N", "N", "C", "O", "O", "H", "H", "H", "C", "C", "O", "H", "H", "H", "C", "Ge", "C", "C", "C", "H", "H", "H", "H", "H", "H", "H", "H", "H", "H", "H", "C", "C", "O", "N", "Te", "C", "C", "C", "C", "C", "C", "C", "C", "C", "C", "C", "C", "C", "C", "C", "C", "C", "C", "H", "H", "H", "H", "H", "H", "H", "H", "H", "H", "H", "H", "H", "H", "H", "H", "H", "H", "H", "H", "H", "H", "H", "H", "H"], "xyz": [[1.118, 0.713, -1.409], [1.984, 2.350, -5.481], [1.953, 1.446, -4.455], [0.960, 1.422, -3.553], [-0.031, 2.358, -3.674], [0.053, 3.288, -4.742], [1.011, 3.296, -5.627], [-1.088, 2.332, -2.719], [-2.063, 3.351, -2.613], [-3.081, 3.243, -1.706], [-3.162, 2.059, -0.928], [-2.175, 1.112, -1.042], [-1.115, 1.260, -1.865], [-2.316, -0.198, -0.345], [-3.072, -0.344, 0.819], [-3.371, -1.531, 1.328], [-2.835, -2.583, 0.719], [-2.016, -2.450, -0.394], [-1.788, -1.263, -0.944], [-4.102, 4.304, -1.582], [-3.783, 5.649, -1.755], [-4.778, 6.605, -1.642], [-6.052, 6.326, -1.369], [-6.352, 5.040, -1.197], [-5.431, 4.010, -1.287], [2.786, 2.347, -6.205], [2.745, 0.718, -4.320], [-0.721, 4.038, -4.865], [-2.007, 4.215, -3.259], [-4.001, 1.897, -0.268], [-3.454, 0.521, 1.348], [-3.054, -3.561, 1.131], [-1.554, -3.314, -0.861], [-2.764, 5.956, -1.948], [-4.537, 7.655, -1.770], [-7.391, 4.818, -0.976], [-5.758, 2.987, -1.153], [-0.814, -1.271, -3.737], [-0.848, -2.677, -3.782], [0.099, -3.446, -3.116], [-0.242, -4.496, -2.610], [1.367, -3.054, -3.055], [-1.258, -0.930, -2.886], [-1.250, -0.897, -4.568], [-1.754, -3.104, -3.638], [1.558, 4.044, -1.048], [2.051, 2.647, -0.687], [3.010, 2.538, 0.048], [2.156, 4.805, -0.541], [0.504, 4.141, -0.769], [1.612, 4.184, -2.132], [1.351, -1.441, -7.032], [2.165, -2.721, -5.787], [1.319, -4.475, -5.974], [4.080, -2.873, -6.178], [1.930, -2.051, -3.943], [1.189, -1.898, -8.010], [1.984, -0.562, -7.164], [0.389, -1.104, -6.645], [1.680, -4.968, -6.878], [0.236, -4.376, -6.038], [1.551, -5.105, -5.115], [4.246, -3.275, -7.178], [4.559, -3.535, -5.455], [4.563, -1.897, -6.116], [1.268, -1.192, -3.942], [2.873, -1.782, -3.472], [3.516, -1.613, 0.699], [2.513, -0.877, -0.154], [2.923, -0.546, -1.367], [1.324, -0.575, 0.257], [0.217, -1.638, 2.378], [1.208, 0.025, 3.261], [0.879, 1.336, 2.903], [-0.214, 1.697, 1.932], [1.573, 2.397, 3.480], [2.577, 2.201, 4.410], [3.348, 3.358, 4.986], [2.877, 0.895, 4.772], [2.214, -0.195, 4.218], [2.615, -1.570, 4.686], [-0.583, -2.233, 4.328], [-0.295, -3.515, 4.825], [0.477, -4.527, 4.014], [-0.696, -3.877, 6.108], [-1.392, -3.002, 6.929], [-1.828, -3.407, 8.313], [-1.712, -1.755, 6.417], [-1.341, -1.368, 5.130], [-1.806, -0.011, 4.663], [4.524, -1.439, 0.328], [3.306, -2.684, 0.662], [3.439, -1.285, 1.733], [-0.647, 0.814, 1.469], [0.184, 2.340, 1.146], [-1.006, 2.253, 2.443], [1.322, 3.408, 3.173], [2.853, 4.305, 4.771], [4.352, 3.404, 4.560], [3.453, 3.265, 6.069], [3.661, 0.713, 5.502], [3.570, -1.527, 5.210], [2.705, -2.261, 3.847], [1.869, -1.987, 5.368], [0.107, -4.608, 2.993], [0.417, -5.512, 4.479], [1.531, -4.247, 3.940], [-0.453, -4.870, 6.476], [-1.272, -4.278, 8.661], [-2.890, -3.661, 8.334], [-1.672, -2.597, 9.029], [-2.285, -1.061, 7.027], [-1.194, 0.787, 5.091], [-2.841, 0.152, 4.973], [-1.756, 0.078, 3.581]], "atomic_forces_ev_per_a": [[0.2, 0.3, 0.5], [0.0, 0.0, 0.0], [0.0, 0.0, 0.0], [0.0, 0.0, 0.0], [0.1, 0.0, -0.1], [0.0, 0.0, 0.0], [0.0, 0.0, 0.0], [-0.1, 0.0, 0.0], [0.0, 0.0, -0.1], [0.0, 0.0, 0.0], [0.0, 0.0, 0.0], [0.0, 0.0, 0.0], [0.0, 0.0, 0.1], [-0.1, 0.0, 0.0], [0.0, 0.0, 0.0], [0.0, 0.0, 0.0], [0.0, 0.0, 0.0], [0.0, 0.0, 0.0], [0.0, 0.0, 0.0], [0.0, 0.0, 0.0], [0.0, 0.0, 0.0], [0.0, 0.0, 0.0], [0.0, 0.0, 0.0], [0.0, 0.0, 0.0], [0.0, 0.0, 0.0], [0.0, 0.0, 0.0], [0.0, 0.0, 0.0], [0.0, 0.0, 0.0], [0.0, 0.0, 0.0], [0.0, 0.0, 0.0], [0.0, 0.0, 0.0], [0.0, 0.0, 0.0], [0.0, 0.0, 0.0], [0.0, 0.0, 0.0], [0.0, 0.0, 0.0], [0.0, 0.0, 0.0], [0.0, 0.0, 0.0], [0.0, 0.0, 0.0], [0.0, 0.0, -0.1], [0.0, 0.0, 0.1], [0.0, 0.0, 0.0], [0.0, 0.0, -0.1], [0.0, 0.0, 0.0], [0.0, 0.0, 0.0], [0.0, 0.0, 0.0], [0.0, 0.0, 0.0], [-0.1, 0.1, -0.1], [0.0, 0.0, 0.0], [0.0, 0.0, 0.0], [0.0, 0.0, 0.0], [0.0, 0.0, 0.0], [0.0, 0.0, 0.0], [0.0, 0.0, 0.0], [0.0, 0.0, 0.0], [0.0, 0.0, 0.0], [-0.2, -0.1, 0.0], [0.0, 0.0, 0.0], [0.0, 0.0, 0.0], [0.0, 0.0, 0.0], [0.0, 0.0, 0.0], [0.0, 0.0, 0.0], [0.0, 0.0, 0.0], [0.0, 0.0, 0.0], [0.0, 0.0, 0.0], [0.0, 0.0, 0.0], [0.2, 0.1, -0.1], [0.0, 0.0, 0.0], [0.0, -0.1, 0.0], [-0.1, -0.1, -0.1], [0.0, 0.0, -0.1], [0.1, -0.2, -0.2], [0.0, 0.1, 0.1], [0.0, -0.1, 0.1], [-0.1, 0.0, 0.0], [0.0, -0.1, 0.0], [0.0, 0.0, 0.0], [0.0, 0.0, 0.0], [0.0, 0.0, 0.0], [0.0, 0.0, 0.0], [0.0, 0.0, 0.0], [0.0, 0.0, 0.0], [0.0, 0.0, 0.0], [0.0, 0.0, 0.0], [0.0, 0.0, 0.0], [0.0, 0.0, 0.0], [0.0, 0.0, 0.0], [0.0, 0.0, 0.0], [0.0, 0.0, 0.0], [0.0, 0.0, 0.0], [0.0, 0.0, 0.0], [0.0, 0.0, 0.0], [0.0, 0.0, 0.0], [0.0, 0.0, 0.1], [0.0, 0.1, 0.0], [0.0, 0.0, 0.0], [0.0, 0.0, 0.0], [0.0, 0.0, 0.0], [0.0, 0.0, 0.0], [0.0, 0.0, 0.0], [0.0, 0.0, 0.0], [0.0, 0.0, 0.0], [0.0, 0.0, 0.0], [0.0, 0.0, 0.0], [0.0, 0.0, 0.0], [0.0, 0.0, 0.0], [0.0, 0.0, 0.0], [0.0, 0.0, 0.0], [0.0, 0.0, 0.0], [0.0, 0.0, 0.0], [0.0, 0.0, 0.0], [0.0, 0.0, 0.0], [0.0, 0.0, 0.0], [0.0, 0.0, 0.0], [0.0, 0.0, 0.0], [0.0, 0.0, -0.1]], "mulliken_spin": [-0.01, 0.17, -0.04, 0.20, 0.07, 0.02, 0.05, 0.13, 0.02, 0.03, 0.13, -0.02, 0.18, -0.06, 0.01, 0.00, 0.00, 0.00, 0.00, -0.02, 0.02, 0.00, 0.01, 0.00, 0.01, 0.01, 0.00, 0.01, 0.00, 0.03, 0.00, 0.00, 0.00, 0.00, 0.00, 0.00, 0.01, 0.00, 0.00, 0.00, 0.00, 0.00, 0.00, 0.00, 0.00, 0.02, 0.00, 0.00, 0.00, 0.00, 0.00, 0.00, 0.00, 0.00, 0.00, 0.00, 0.00, 0.00, 0.00, 0.00, 0.00, 0.00, 0.00, 0.00, 0.00, 0.00, 0.00, 0.00, 0.00, 0.00, 0.00, 0.00, 0.00, 0.00, 0.01, 0.00, 0.00, 0.00, 0.00, 0.00, 0.00, 0.00, 0.00, 0.00, 0.00, 0.00, 0.00, 0.00, 0.00, 0.00, 0.00, 0.00, 0.00, 0.00, -0.01, 0.00, 0.00, 0.00, 0.00, 0.00, 0.00, 0.00, 0.00, 0.00, 0.00, 0.00, 0.00, 0.00, 0.00, 0.00, 0.00, 0.00, 0.00, 0.00, 0.00], "gap_ev": [5.30, 6.06], "total_charge": -1, "energy_ha": -5076.04834, "lumo_energy_ha": [0.0583, 0.0506], "e_above_lowest_kj_mol": 163.2, "homo_ev": [-3.71, -4.68], "spin_multiplicity": 2, "s2": 0.776}


{"formula": "C45H55BCl4N2O", "method": "wB97M-V/def2-TZVPD", "symbols": ["Cl", "B", "Cl", "Cl", "O", "C", "C", "C", "C", "C", "Cl", "C", "C", "H", "H", "H", "H", "H", "C", "C", "C", "C", "C", "C", "C", "C", "C", "C", "C", "C", "C", "C", "N", "C", "C", "C", "C", "C", "C", "C", "C", "N", "C", "C", "C", "C", "C", "C", "C", "C", "C", "C", "C", "C", "C", "C", "C", "C", "H", "H", "H", "H", "H", "H", "H", "H", "H", "H", "H", "H", "H", "H", "H", "H", "H", "H", "H", "H", "H", "H", "H", "H", "H", "H", "H", "H", "H", "H", "H", "H", "H", "H", "H", "H", "H", "H", "H", "H", "H", "H", "H", "H", "H", "H", "H", "H", "H", "H"], "xyz": [[1.792, 2.066, 7.572], [1.169, 0.497, 6.828], [2.503, -0.347, 5.811], [0.566, -0.664, 8.165], [-0.014, 0.848, 5.909], [-1.036, 0.068, 5.788], [-2.245, 0.260, 6.585], [-2.980, -0.875, 6.996], [-4.132, -0.761, 7.763], [-4.553, 0.507, 8.187], [-6.010, 0.669, 9.058], [-3.797, 1.644, 7.856], [-2.628, 1.524, 7.105], [-0.888, -0.897, 5.273], [-2.581, -1.841, 6.702], [-4.716, -1.630, 8.040], [-4.148, 2.614, 8.202], [-1.987, 2.384, 6.903], [1.214, -3.764, -1.509], [0.653, -3.795, -0.096], [-0.864, -3.939, -0.203], [1.223, -5.017, 0.622], [1.002, -2.535, 0.722], [0.411, -2.405, 1.981], [0.608, -1.249, 2.734], [1.650, -0.386, 2.401], [2.475, -0.661, 1.310], [3.901, -0.079, 1.233], [3.894, 1.260, 0.497], [4.874, -1.074, 0.602], [4.414, 0.217, 2.645], [1.846, -1.467, 0.301], [1.644, -0.907, -0.985], [0.391, -0.428, -1.371], [-0.718, -0.473, -0.529], [-2.049, -0.164, -1.044], [-2.479, -0.661, -2.296], [-3.619, -0.165, -2.918], [-4.376, 0.819, -2.267], [-4.013, 1.284, -0.998], [-2.905, 0.729, -0.358], [0.624, 0.388, -2.474], [-0.303, 1.245, -3.174], [-0.801, 2.416, -2.547], [-0.121, 3.170, -1.342], [-1.104, 4.148, -0.725], [1.074, 3.953, -1.885], [0.373, 2.286, -0.213], [-1.873, 3.070, -3.169], [-2.156, 2.866, -4.518], [-1.411, 1.923, -5.211], [-0.623, 0.983, -4.531], [-0.178, -0.216, -5.416], [-1.355, -0.675, -6.289], [0.302, -1.460, -4.692], [0.919, 0.271, -6.360], [1.983, 0.337, -2.782], [2.597, -0.456, -1.885], [2.308, -3.680, -1.513], [0.949, -4.712, -2.000], [0.774, -2.946, -2.093], [-1.304, -4.132, 0.779], [-1.306, -3.023, -0.617], [-1.110, -4.781, -0.864], [0.815, -5.121, 1.630], [0.972, -5.916, 0.046], [2.313, -4.934, 0.685], [-0.247, -3.186, 2.363], [0.076, -1.106, 3.667], [1.853, 0.449, 3.070], [3.146, 1.938, 0.932], [4.883, 1.739, 0.574], [3.674, 1.111, -0.562], [5.011, -1.911, 1.296], [4.518, -1.479, -0.344], [5.838, -0.576, 0.435], [4.365, -0.668, 3.289], [5.463, 0.535, 2.595], [3.847, 1.018, 3.122], [-0.566, -0.771, 0.505], [-1.905, -1.460, -2.764], [-3.942, -0.569, -3.883], [-5.273, 1.212, -2.750], [-4.619, 2.041, -0.491], [-2.660, 0.964, 0.677], [-2.002, 3.631, -0.380], [-0.629, 4.624, 0.137], [-1.368, 4.931, -1.439], [1.844, 3.287, -2.292], [0.746, 4.635, -2.675], [1.525, 4.544, -1.076], [1.179, 1.629, -0.546], [0.805, 2.902, 0.594], [-0.445, 1.702, 0.222], [-2.482, 3.777, -2.604], [-2.909, 3.465, -5.037], [-1.492, 1.868, -6.301], [-1.661, 0.099, -7.000], [-1.053, -1.547, -6.881], [-2.217, -0.960, -5.674], [1.310, -1.342, -4.285], [-0.403, -1.766, -3.911], [0.351, -2.277, -5.427], [1.800, 0.588, -5.791], [1.213, -0.540, -7.041], [0.564, 1.117, -6.956], [2.384, 0.897, -3.614], [3.635, -0.752, -1.813]], "atomic_forces_ev_per_a": [[-0.3, -0.3, -0.4], [1.4, -0.2, 0.4], [-0.7, 0.3, 0.3], [-0.1, 0.2, -0.4], [-2.5, -0.8, -0.6], [1.3, 0.4, 2.4], [0.0, 0.4, 0.0], [0.0, 0.2, -0.7], [0.3, 0.2, 0.1], [0.9, -0.1, -0.9], [-0.1, 0.0, 0.2], [0.2, 0.0, 0.0], [-0.1, -0.3, -0.1], [-0.2, 0.4, 0.0], [-0.4, -0.1, 0.0], [0.2, 0.0, 0.0], [0.2, -0.2, -0.1], [-0.3, -0.1, 0.0], [0.0, -0.1, -0.4], [-0.3, 0.7, -0.2], [-0.3, 0.0, -0.1], [0.2, 0.0, 0.0], [0.3, 0.4, -0.1], [0.3, 0.1, 0.8], [-0.1, -0.7, -0.2], [0.6, -0.5, 0.2], [-0.6, 0.6, 0.1], [-0.6, 0.7, 0.0], [0.3, 0.3, -0.4], [0.0, -0.1, 0.1], [0.1, -0.2, 0.3], [-0.9, -0.6, 1.2], [1.0, -0.6, -1.0], [-1.2, 0.7, 1.9], [0.3, -0.8, -1.4], [-0.3, 0.4, -0.1], [0.0, 0.2, 0.2], [-0.2, 0.1, 0.5], [-0.1, 0.2, -0.3], [0.0, -0.7, 0.1], [0.0, -0.2, -0.4], [0.0, -0.3, -0.5], [0.1, 0.3, -0.5], [0.1, 0.2, 0.3], [-0.4, -0.7, -0.1], [0.0, 0.4, 0.1], [0.1, 0.1, -0.3], [0.3, -0.1, 0.6], [-0.1, 0.0, -0.2], [0.4, -0.1, 0.1], [-0.3, 0.0, 0.0], [0.1, 0.0, 0.0], [-0.2, 0.3, 0.0], [-0.3, 0.0, -0.2], [0.2, -0.5, 0.1], [0.3, 0.0, -0.1], [0.5, -0.2, 0.1], [0.2, 0.4, -0.6], [-0.1, 0.1, 0.0], [0.1, 0.2, 0.1], [0.2, -0.3, 0.1], [-0.1, 0.0, -0.2], [0.0, -0.2, 0.1], [0.0, 0.1, 0.2], [0.1, 0.0, 0.0], [0.0, 0.1, 0.1], [-0.1, -0.1, 0.1], [0.1, 0.2, -0.2], [0.0, 0.0, -0.3], [0.3, -0.4, -0.1], [0.2, -0.2, -0.2], [-0.3, -0.1, 0.0], [0.0, 0.3, 0.2], [0.1, 0.0, -0.2], [0.1, 0.0, 0.1], [-0.1, -0.2, 0.1], [0.0, 0.1, -0.1], [-0.2, 0.0, -0.1], [0.1, 0.0, 0.0], [-0.2, 0.1, -0.4], [-0.1, 0.3, 0.1], [0.1, 0.2, 0.3], [0.3, -0.1, 0.1], [0.1, -0.3, -0.2], [0.0, 0.3, -0.2], [0.0, 0.1, 0.0], [-0.1, 0.0, -0.1], [-0.1, 0.0, 0.2], [-0.1, 0.1, 0.0], [0.1, 0.0, 0.0], [-0.1, -0.1, -0.2], [-0.2, 0.1, 0.2], [-0.2, 0.0, -0.3], [0.4, 0.1, -0.1], [0.4, -0.1, -0.3], [0.3, -0.2, 0.2], [-0.2, -0.1, 0.6], [-0.1, -0.2, 0.1], [0.0, 0.1, 0.1], [0.1, 0.1, -0.1], [-0.3, -0.1, 0.1], [0.3, 0.0, -0.1], [0.0, 0.2, 0.2], [0.0, 0.0, -0.2], [0.0, 0.2, 0.1], [0.1, -0.1, 0.0], [-0.1, -0.2, 0.1], [-0.3, 0.2, -0.1]], "mulliken_charge": [-0.30, 0.49, -0.20, -0.28, -0.48, -0.36, 0.47, -0.27, -0.77, 0.48, -0.17, -0.68, -0.20, 0.58, 0.41, 0.40, 0.39, 0.49, -1.68, 2.20, -1.67, -1.94, 0.16, -0.24, -0.41, -0.46, -0.75, 2.12, -1.41, -1.71, -1.78, 0.20, 1.59, 1.30, -0.73, -0.09, 0.07, -0.91, -0.60, -0.71, -0.27, 1.79, -0.75, -0.22, 2.85, -2.32, -1.96, -0.82, 0.11, -1.63, -0.82, 0.55, 2.27, -1.73, -1.67, -1.69, -1.01, -1.46, 0.13, 0.59, 0.24, 0.35, 0.27, 0.45, 0.31, 0.50, 0.39, 0.36, -1.10, 0.79, 0.15, 0.59, 0.30, 0.43, 0.17, 0.38, 0.37, 0.44, 0.37, -0.22, 0.56, 0.31, 0.38, 0.40, 0.40, 0.34, 0.48, 0.49, 0.25, 0.38, 0.47, -0.47, 0.90, -0.35, 0.39, 0.37, 0.37, 0.40, 0.49, 0.28, 0.26, 0.03, 0.64, 0.25, 0.45, 0.34, 0.44, 0.71], "gap_ev": 3.53, "energy_ha": -3798.11819, "lumo_energy_ha": -0.0959, "e_above_lowest_kj_mol": 151.0, "homo_ev": -6.14, "spin_multiplicity": 1}